Computed, not measured: a molecular structure, C24H15BBrCl3F4N6S4SbScSeSi, with ωB97M-V/def2-TZVPD.

charge = -2
ΔE to the lowest compared entry with this formula, charge and spin = 0.000 eV
total energy = -10916.430411 Eh
multiplicity = 1
LUMO level = 3.02 eV

Geometry as XYZ:
```
62
Properties=species:S:1:pos:R:3:mulliken_charge:R:1
S 0.45 1.54 6.63 -0.73
F 5.44 1.49 0.94 -0.34
H 1.09 -2.55 1.90 0.49
C -4.52 -0.67 0.69 0.87
C 1.38 4.60 -2.03 -0.68
C -2.11 -3.49 1.54 -0.72
Br 0.38 -5.50 -4.13 -0.25
H -1.34 -4.09 -2.18 0.48
H -5.04 1.92 0.13 0.51
C -1.73 -1.16 1.12 -2.15
C 1.64 -1.76 -2.89 0.12
Si 3.24 -1.51 0.53 0.62
H -0.95 3.15 0.38 0.48
C -4.04 -2.00 1.01 0.76
C 1.57 -2.98 -3.52 -0.72
F 3.16 1.55 1.34 -0.02
C -1.71 2.38 0.38 -0.30
Sc 1.23 0.59 1.40 0.62
Se -6.52 -2.17 0.75 0.14
Cl 4.68 -2.06 1.97 -0.39
H 2.36 -3.30 -4.19 0.40
H 2.51 -1.12 -3.03 0.49
C -3.99 1.72 0.27 -0.62
H -0.32 -4.57 2.04 0.45
N 0.75 -0.11 -1.33 0.88
N -1.29 1.15 0.64 1.15
C 1.10 3.32 -2.49 -0.86
C 0.04 -2.49 1.67 -0.65
C 1.57 3.66 0.16 -0.83
C -2.61 -2.23 1.21 1.35
S -2.11 -0.12 4.12 -0.61
C -2.21 0.19 0.76 -0.97
F 4.34 3.51 1.04 -0.36
C -3.57 0.43 0.56 0.59
S 1.69 -0.53 3.58 -0.57
C 0.49 -3.81 -3.26 0.13
C 1.63 4.77 -0.68 -1.00
Cl 2.64 -3.54 -0.07 -0.40
Cl 4.54 -1.10 -1.14 -0.37
F 4.02 2.12 -0.75 -0.38
N -4.94 -2.94 1.08 -0.91
C -0.77 -3.62 1.77 -1.39
H 1.90 5.73 -0.26 0.47
N -5.80 -0.55 0.51 -0.92
C -3.04 2.72 0.18 -1.20
N 1.27 2.44 -0.28 1.80
H 0.93 3.12 -3.54 0.45
H 1.42 5.43 -2.71 0.41
H 1.77 3.76 1.22 0.36
N -0.42 -1.30 1.33 2.27
H -3.31 3.75 -0.02 0.44
H 0.78 0.80 -3.17 0.43
C 0.66 -1.36 -1.99 -1.34
Sb -0.04 0.82 4.53 0.71
C -0.51 -3.43 -2.38 -0.75
H -2.80 -4.32 1.63 0.52
S 0.36 2.50 2.88 -0.54
C 0.84 0.91 -2.08 -0.76
C -0.41 -2.21 -1.74 0.60
H -1.19 -1.92 -1.04 0.00
C 1.07 2.27 -1.58 0.55
B 4.31 2.18 0.61 0.18
```


Computed, not measured: a molecular structure, C24H15BaBrCl6N5O5S in a non-equilibrium geometry, with ωB97M-V/def2-TZVPD.

charge = -1
ΔE to the lowest compared entry with this formula, charge and spin = 1.360 eV
total energy = -7332.298979 Eh
multiplicity = 1
LUMO level = 1.01 eV

Geometry as XYZ:
```
58
Properties=species:S:1:pos:R:3:mulliken_charge:R:1
O -2.69 0.02 -4.90 -0.54
H -3.64 -0.17 -4.89 0.30
O 4.34 3.83 1.42 -0.69
Ba 0.52 2.18 1.76 1.22
C 1.46 -2.90 -1.79 -0.12
Cl -4.68 4.98 3.97 -0.21
H 1.29 -2.13 -2.53 0.29
H 1.74 -6.27 -1.60 0.38
C -0.88 0.24 -3.43 -0.49
C 1.51 -4.22 -2.21 -0.95
C -3.00 -0.37 -2.53 -0.65
Cl -6.61 2.52 3.60 -0.22
N 1.03 0.54 -1.95 1.22
C 0.85 -1.03 3.27 0.18
N 0.76 -1.42 1.99 -0.74
C 1.48 1.53 -2.76 -0.16
N 0.21 -1.90 4.11 -0.45
H 3.91 -0.55 -0.74 0.55
C 1.71 -5.24 -1.28 -0.39
Cl -5.43 -0.25 2.73 -0.22
H -0.26 0.48 -4.29 0.61
C 3.24 0.03 -1.36 -0.74
H -4.06 -0.58 -2.64 0.33
N 1.07 -0.57 1.00 1.02
C 1.45 -1.12 -0.09 -0.40
O 1.98 3.99 1.75 -0.84
Cl -2.32 -0.57 2.32 -0.21
C -2.39 -0.42 -1.29 -0.87
N -1.10 -0.13 -1.09 0.51
H 2.03 -5.69 0.79 0.39
O 2.96 1.88 1.27 -0.56
H 1.40 -4.46 -3.27 0.40
C -4.90 2.35 3.33 0.72
C -2.22 -0.04 -3.62 0.46
H 0.71 2.15 -3.20 0.58
H 4.77 1.12 -2.37 0.44
H -0.58 -2.40 3.71 0.24
C 3.71 0.96 -2.26 -0.43
H 3.13 2.57 -3.58 0.43
Cl -1.62 4.67 3.39 -0.29
H -2.97 -0.67 -0.41 0.37
H 1.94 -3.34 1.53 0.49
C 1.88 -0.16 -1.16 0.02
S 1.79 0.22 3.96 -0.34
C -2.09 2.06 2.88 -1.65
C -4.36 1.11 2.96 -0.59
C -2.68 3.25 3.25 1.27
Br -0.93 3.23 -0.62 -0.74
C 1.86 -4.90 0.06 -0.73
Cl 3.07 3.32 0.99 1.71
C -2.98 1.02 2.77 0.93
C 2.81 1.75 -2.95 -0.99
C -0.42 0.20 -2.14 -0.33
C 1.59 -2.55 -0.44 0.51
H 0.09 -1.55 5.04 0.23
C -4.04 3.43 3.49 -0.56
O 2.84 3.54 -0.42 -0.46
C 1.81 -3.58 0.48 -0.24
```


Computed, not measured: a molecular structure, C24H15BrCl3InN4O10P2 in a non-equilibrium geometry, with ωB97M-V/def2-TZVPD.

charge = -2
ΔE to the lowest compared entry with this formula, charge and spin = 0.000 eV
total energy = -6722.831140 Eh
multiplicity = 1
LUMO level (spin up / spin down) = 3.07 / 3.22 eV

Geometry as XYZ:
```
60
Properties=species:S:1:pos:R:3:mulliken_charge:R:1
C 0.93 -2.22 3.23 -0.18
H -4.55 5.12 -2.45 0.38
N -2.07 4.82 -1.83 -0.66
N -0.81 4.53 -1.67 -0.27
C 0.80 -0.67 5.09 0.72
C -0.83 -3.37 -0.12 0.47
C -2.55 4.62 -3.16 0.04
H -2.43 -1.14 -0.30 0.44
O 3.28 -1.98 -0.95 -0.52
H 0.55 -2.82 5.31 0.37
H -0.73 4.21 -4.19 0.47
Cl -0.70 -5.98 0.52 -0.17
C -3.96 4.69 -3.27 -0.23
C -2.41 3.44 -5.24 -0.37
H 1.77 0.92 2.26 0.43
O 5.90 -2.20 -0.85 -0.83
C -3.80 3.36 -5.24 0.24
C -2.36 2.23 -0.26 -0.29
C 1.28 1.36 -0.18 -0.29
H -3.01 3.09 -0.19 0.51
C -1.78 4.10 -4.22 -0.50
C -0.19 1.29 -0.23 0.70
O 4.51 -1.64 1.27 -0.45
H 3.45 -6.57 1.50 0.32
C 1.12 3.77 -0.66 -0.52
Br -4.58 2.04 -6.37 -0.24
O 4.44 -3.93 0.23 -0.37
C -2.04 -0.12 -0.34 -0.34
C -2.92 0.97 -0.36 -0.93
N 0.11 -0.19 7.54 -0.65
P 4.57 -2.36 -0.21 0.75
C 1.45 0.09 2.89 -0.11
In 1.55 -1.73 0.22 2.24
C -1.51 -4.72 -0.52 0.38
H -3.99 0.83 -0.37 0.39
C -0.98 2.45 -0.37 0.48
C 1.13 0.36 4.24 -0.95
C -0.33 3.66 -0.78 0.15
P 3.37 -4.43 1.38 0.26
O 2.93 -5.92 0.96 -0.41
C 0.75 -2.00 4.61 -0.96
H 1.25 1.39 4.58 0.39
Cl -1.20 -5.19 -2.20 -0.18
C -4.59 4.07 -4.32 -0.36
C 0.36 -0.45 6.42 0.03
H 1.57 4.71 -0.91 0.43
Cl -3.21 -4.77 -0.24 -0.15
O 2.09 0.35 -0.16 -0.72
H 4.73 -2.30 1.98 0.32
O 0.12 -3.01 -0.87 -0.71
H -1.89 2.96 -6.09 0.33
O 4.11 -4.28 2.68 -0.76
O -1.28 -2.86 0.91 -0.54
H -5.69 4.03 -4.42 0.34
C 1.85 2.65 -0.29 -0.68
H 0.82 -3.24 2.91 0.37
H 2.94 2.73 -0.16 0.41
N -0.74 0.06 -0.23 0.06
O 2.11 -3.59 1.13 -0.12
C 1.29 -1.19 2.37 0.02
```


Computed, not measured: a molecular structure, C24H15BrCoF4N2O2PS4, with ωB97M-V/def2-TZVPD.

charge = -1
ΔE to the lowest compared entry with this formula, charge and spin = 0.168 eV
total energy = -7473.929279 Eh
multiplicity = 2
LUMO level (spin up / spin down) = 2.40 / 2.40 eV

Geometry as XYZ:
```
54
Properties=species:S:1:pos:R:3:mulliken_charge:R:1
C -6.71 -2.30 -0.18 -0.45
H 3.80 -2.60 0.99 0.38
S 0.73 -3.19 2.48 -0.12
C 2.27 2.71 0.31 0.14
C 4.33 -2.21 3.01 -0.75
C 2.65 -0.79 -1.43 0.81
C 3.30 -1.47 -4.06 -0.45
N -2.79 -0.82 -0.29 1.09
S -0.71 -0.37 2.56 -0.38
Br 0.44 2.85 0.72 -0.05
C -5.20 -0.45 -0.50 -0.34
S 0.83 -2.83 0.43 -0.21
C 2.80 0.08 2.78 -0.58
H -7.33 -0.29 -0.65 0.35
H 4.63 -1.63 5.06 0.36
C 2.99 3.89 0.25 0.34
C 3.39 -0.23 3.99 -0.66
C 3.72 -1.91 1.80 -0.27
C 4.98 2.65 -0.19 0.36
S -1.06 -2.35 3.00 -0.18
H -5.02 0.60 -0.71 0.45
P 2.02 -0.21 0.20 1.10
C -6.49 -0.95 -0.46 -0.46
H 1.52 0.81 -2.31 0.38
O -1.82 -1.71 -0.18 -0.67
H 4.91 -3.12 3.10 0.38
F 5.05 5.00 -0.06 -0.31
H -3.47 -3.26 0.24 0.42
C 2.87 1.47 0.11 -0.45
C -4.33 -2.64 0.03 -0.38
C 2.17 -0.04 -2.50 -0.70
H 3.54 -1.74 -5.08 0.36
H 4.40 -3.09 -3.19 0.43
H -5.79 -4.18 0.30 0.35
F 4.93 0.35 -0.29 -0.32
C 4.35 3.87 0.00 0.56
C -4.14 -1.30 -0.26 0.22
C -5.63 -3.13 0.07 -0.48
F 2.41 5.08 0.44 -0.34
F 6.30 2.62 -0.42 -0.31
C 3.45 -1.89 -1.69 0.08
H 3.82 -2.51 -0.89 0.06
C 2.49 -0.37 -3.81 -0.74
N -2.56 0.41 -0.44 -0.52
H 3.22 0.41 4.85 0.40
H 2.17 0.96 2.71 0.24
Co -0.19 -0.81 0.21 -0.47
H 2.09 0.22 -4.62 0.40
H -7.72 -2.69 -0.15 0.36
C 4.25 1.49 -0.12 -0.01
C 2.96 -0.75 1.67 1.21
O -1.32 0.70 -0.39 -0.32
C 4.17 -1.37 4.11 -0.52
C 3.77 -2.23 -3.00 -0.80
```